1.
Computed, not measured: a cluster of 2 separate species, C4H7NO2 in total, with ωB97M-V/def2-TZVPD.

Values from the calculation:
Highest occupied orbital energy (eV): -9.04
Structure (SMILES): C=C1CN1.O=CO

Structure (XYZ):
```
14
Properties=species:S:1:pos:R:3:forces:R:3
C 1.34519 -0.57689 -0.71660 -0.09 -0.15 0.14
C 0.42642 -1.06155 0.10051 0.15 0.02 -0.16
C -0.84400 -1.69597 0.39377 -0.24 -0.19 -0.21
N 0.08224 -1.19606 1.44501 0.12 0.11 0.12
H 1.24915 -0.66913 -1.79348 -0.01 -0.07 0.17
H 2.22109 -0.06566 -0.32630 -0.13 -0.07 -0.04
H -0.93149 -2.77860 0.34026 -0.01 0.16 0.07
H -1.76908 -1.14190 0.23035 0.23 -0.06 -0.04
H -0.25267 -0.31617 1.83865 0.10 -0.13 -0.03
O -1.04825 1.44546 0.74939 0.13 0.17 -0.55
C -0.69764 1.61588 -0.39358 -0.19 -0.12 0.35
O 0.38964 2.29329 -0.76456 0.00 0.12 0.20
H -1.23241 1.23909 -1.27508 -0.01 0.11 0.10
H 0.87715 2.50808 0.04926 -0.07 0.10 -0.12
```
Positions in Å, forces in eV/Å.


2.
Computed, not measured: a cluster of 2 separate species, C4H7NO2 in total, with ωB97M-V/def2-TZVPD.

Values from the calculation:
Highest occupied orbital energy (eV): -9.93
Structure (SMILES): O=C[C@@H]1NCC1=O.[H][H]

Structure (XYZ):
```
14
Properties=species:S:1:pos:R:3:forces:R:3
O -0.39830 -1.56659 1.50534 -0.08 0.53 -0.03
C -0.55986 -0.37791 1.35923 0.06 -0.33 0.08
C -0.94053 0.22064 0.02026 -0.13 0.06 0.13
N -1.17490 -0.77177 -1.03277 -0.11 -0.19 0.05
C 0.14331 -0.53480 -1.66476 0.21 0.01 -0.21
C 0.29786 0.69342 -0.77957 0.41 0.41 0.01
O 1.02231 1.64307 -0.72819 -0.43 -0.51 -0.07
H -0.43344 0.33352 2.19633 -0.01 -0.09 -0.10
H -1.72259 0.97981 0.15337 0.12 -0.10 0.00
H -1.25257 -1.70266 -0.63043 0.00 0.09 -0.08
H 0.91016 -1.28841 -1.43564 -0.10 0.10 -0.02
H 0.11932 -0.35497 -2.74416 0.00 0.00 0.15
H 2.05316 1.15159 2.15175 0.00 0.05 -0.01
H 1.83371 1.58348 1.58661 0.06 -0.03 0.08
```
Positions in Å, forces in eV/Å.


3.
Computed, not measured: a cluster of 2 separate species, C4H7NO2 in total, with ωB97M-V/def2-TZVPD.

Values from the calculation:
Highest occupied orbital energy (eV): -8.57
Structure (SMILES): N/C=C/O.C=C=O

Structure (XYZ):
```
14
Properties=species:S:1:pos:R:3:forces:R:3
N -0.81238 1.66090 0.07443 0.07 0.21 0.00
C 0.46520 1.07704 -0.09718 0.20 -0.21 0.11
C 1.05830 0.35468 0.85686 -0.31 0.27 -0.03
O 2.29533 -0.21812 0.72413 0.06 -0.10 -0.12
H -0.81705 2.37660 0.78980 -0.07 -0.06 -0.03
H -1.17277 2.04935 -0.78658 0.04 -0.01 0.12
H 0.95215 1.19368 -1.06513 -0.06 -0.07 0.13
H 0.58225 0.19728 1.82574 0.10 0.09 -0.10
H 2.24899 -0.88709 0.02294 0.07 0.11 0.11
C -1.47482 -1.42188 -0.34438 0.11 -0.02 -0.06
C -0.22663 -1.73880 -0.58732 0.58 -0.28 -0.20
O 0.86455 -2.09673 -0.84036 -0.97 0.22 0.15
H -2.24997 -1.98318 -0.84874 0.07 -0.04 0.09
H -1.71316 -0.56373 0.27580 0.11 -0.11 -0.18
```
Positions in Å, forces in eV/Å.


4.
Computed, not measured: a structure of composition C4H7NO2, with ωB97M-V/def2-TZVPD.

Values from the calculation:
Highest occupied orbital energy (eV): -8.86

Structure (XYZ):
```
14
Properties=species:S:1:pos:R:3:forces:R:3
C -1.93431 -0.15413 -0.44380 0.14 0.02 -0.04
C -0.51706 -0.03531 0.02688 -0.03 -0.13 -0.18
N 0.06191 1.09840 0.56334 0.39 -0.07 -0.46
O 0.04359 -1.15228 0.54349 0.05 0.32 -0.11
C 1.42921 -0.79582 0.66277 0.06 0.01 0.02
C 1.43686 0.54532 -0.11496 0.01 0.31 0.38
O 2.33413 1.27665 -0.47766 -0.69 -0.44 0.22
H -2.61179 -0.00744 0.40980 0.24 -0.02 -0.13
H -2.15468 0.61789 -1.18789 0.09 -0.14 0.16
H -2.11544 -1.14276 -0.87570 0.10 0.21 0.10
H -0.22786 1.93436 0.05114 0.13 -0.22 0.13
H 1.68136 -0.57388 1.70654 -0.02 -0.01 -0.23
H 2.03875 -1.60663 0.25316 -0.13 0.23 0.07
H 0.58537 -0.01503 -1.13778 -0.34 -0.06 0.07
```
Positions in Å, forces in eV/Å.


5.
Computed, not measured: the molecule C4H7NO2, with ωB97M-V/def2-TZVPD.

Values from the calculation:
Highest occupied orbital energy (eV): -9.66
Structure (SMILES): N[C@H](C=O)CC=O

Structure (XYZ):
```
14
Properties=species:S:1:pos:R:3:forces:R:3
N 0.69010 0.29523 1.33295 0.45 -0.12 0.37
C 0.34859 -0.58666 0.24650 0.10 0.23 -0.82
C 1.41674 -0.63661 -0.85497 -0.40 -0.14 0.29
O 2.48403 -0.10131 -0.77466 0.14 0.06 -0.13
C -1.00655 -0.22595 -0.46175 0.39 0.12 0.61
C -1.59173 1.07062 0.06374 -0.24 -0.17 0.15
O -2.22729 1.08362 1.08313 -0.07 0.12 -0.11
H 1.02610 1.18570 0.97373 -0.17 -0.01 -0.09
H 1.50755 -0.07730 1.81181 -0.21 -0.03 0.04
H 0.29175 -1.62139 0.59264 -0.13 0.03 0.23
H 1.10272 -1.22079 -1.74828 0.23 0.02 -0.04
H -0.80765 -0.20982 -1.52789 -0.36 0.16 -0.29
H -1.76817 -0.96290 -0.23052 0.03 -0.26 -0.09
H -1.46620 2.00756 -0.50645 0.23 -0.02 -0.13
```
Positions in Å, forces in eV/Å.


6.
Computed, not measured: the molecule C4H7NO2, with ωB97M-V/def2-TZVPD.

Values from the calculation:
Highest occupied orbital energy (eV): -9.71
Structure (SMILES): O/N=C1/CC[C@H]1O

Structure (XYZ):
```
14
Properties=species:S:1:pos:R:3:forces:R:3
O -0.07958 -0.12525 -2.46136 -0.21 -0.08 -0.26
N 0.08427 0.97294 -1.58153 0.05 -0.09 0.61
C 0.28641 0.51699 -0.41846 -0.06 0.16 -0.36
C 0.42614 1.18402 0.92670 0.04 0.15 0.02
C -0.10300 -0.14741 1.53351 -0.05 -0.09 0.21
C 0.14057 -0.86481 0.18701 0.20 0.05 0.13
O -0.92759 -1.65181 -0.25512 0.06 -0.16 -0.14
H -0.71754 0.20912 -3.10172 0.18 0.03 -0.13
H -0.16845 2.08654 1.08833 0.09 -0.15 -0.05
H 1.46854 1.39113 1.19001 -0.14 -0.05 -0.07
H -1.17770 -0.10717 1.72820 0.15 0.00 -0.01
H 0.42064 -0.54754 2.40339 -0.08 0.08 -0.11
H 1.09420 -1.41441 0.17263 -0.10 0.07 0.04
H -0.78373 -1.78918 -1.20228 -0.14 0.05 0.11
```
Positions in Å, forces in eV/Å.


7.
Computed, not measured: a structure of composition C4H7NO2, with ωB97M-V/def2-TZVPD.

Values from the calculation:
Highest occupied orbital energy (eV): -8.37

Structure (XYZ):
```
14
Properties=species:S:1:pos:R:3:forces:R:3
O 0.79760 1.53439 -0.89221 0.42 0.60 -0.09
C -0.17686 0.55020 -0.80857 0.22 -0.29 -0.01
C 0.28239 -0.88552 -0.99095 -2.10 -3.07 -2.99
N -0.07085 -1.26350 0.31667 0.59 -0.79 0.91
C -0.49426 0.03612 0.59954 -4.94 -0.82 0.09
C 0.03142 0.59754 1.82898 -0.34 0.55 0.72
O 0.67691 -0.07931 2.59096 -0.04 0.52 0.11
H 0.97948 1.67960 -1.83103 0.07 0.05 0.28
H -1.07640 0.79562 -1.38948 0.34 0.10 0.13
H 1.29328 -1.16004 -1.27291 0.11 0.37 -0.63
H -0.57774 -1.42132 -1.57722 2.11 0.76 -0.59
H 0.36406 -1.92965 0.91880 0.47 0.35 0.30
H -1.76404 -0.09591 0.52132 2.76 1.37 1.27
H -0.26498 1.64179 1.98608 0.32 0.30 0.53
```
Positions in Å, forces in eV/Å.


8.
Computed, not measured: a structure of composition C4H7NO2, with ωB97M-V/def2-TZVPD.

Values from the calculation:
Highest occupied orbital energy (eV): -8.50

Structure (XYZ):
```
14
Properties=species:S:1:pos:R:3:forces:R:3
C -1.42953 1.51753 0.31988 0.30 0.00 -0.27
C 0.17235 -0.20123 0.05764 3.81 -3.80 0.47
C 1.51657 -0.62429 0.14194 -1.43 1.50 0.91
C -0.73374 -1.33220 0.10931 -3.25 0.12 0.31
H -1.01073 2.07622 1.25109 -1.02 -1.33 -1.29
H -2.14649 0.54283 0.43219 1.41 3.28 0.07
H -1.76701 2.33621 -0.40820 0.01 -1.45 1.15
H 1.76513 -1.66708 0.51523 -0.37 1.54 -0.76
H 2.16479 1.16634 -0.46413 0.45 -0.90 0.86
H 3.47341 -0.09462 -0.79966 -3.54 1.66 3.60
H -0.47428 -2.40963 0.63813 -0.33 2.54 -1.45
N 2.54649 0.34715 0.07770 2.73 -1.68 -4.66
O -0.23386 0.96876 -0.39415 -0.59 1.25 0.40
O -1.88915 -1.03616 -0.29099 1.82 -2.74 0.68
```
Positions in Å, forces in eV/Å.


9.
Computed, not measured: the molecule C4H7NO2, with ωB97M-V/def2-TZVPD.

Values from the calculation:
Highest occupied orbital energy (eV): -8.21

Structure (XYZ):
```
14
Properties=species:S:1:pos:R:3:forces:R:3
O 0.15192 -0.90151 2.24141 -0.09 0.09 -0.15
C 0.41825 -0.57940 0.94343 0.06 0.48 -0.07
C -0.51276 -1.20232 -0.91217 0.20 0.62 0.86
N 0.11735 -0.18532 -1.59742 0.06 -0.16 0.06
C -0.03198 1.10240 -0.91912 0.01 0.06 -0.09
C -0.05956 0.78340 0.57568 -0.07 0.20 0.05
O -0.51232 1.51897 1.43449 0.07 -0.18 -0.31
H -0.31676 -0.12657 2.60959 -0.02 -0.09 0.00
H 1.46790 -0.76406 0.67041 -0.29 -0.11 -0.17
H 0.03803 -1.69379 -0.00075 -0.02 -0.68 -0.69
H -1.53814 -0.93102 -0.65848 0.03 -0.17 0.17
H 1.00345 -0.39847 -2.02702 0.06 0.09 0.20
H -0.98851 1.55996 -1.19900 0.13 -0.01 0.12
H 0.76313 1.81773 -1.16104 -0.11 -0.12 0.04
```
Positions in Å, forces in eV/Å.


10.
Computed, not measured: the molecule C4H7NO2S, with ωB97M-V/def2-TZVPD.

Values from the calculation:
Highest occupied orbital energy (eV): -8.92
Structure (SMILES): C[C@H]1CN(O)C(=S)O1

Structure (XYZ):
```
15
Properties=species:S:1:pos:R:3:forces:R:3
C -1.84065 -0.90937 0.45080 -1.18 -1.70 -0.54
C -0.62771 -0.44521 -0.37498 -6.05 2.84 -2.07
C -0.22445 0.99655 -0.13985 2.34 -0.41 2.05
N 1.22905 0.72205 -0.27254 -1.39 4.52 -0.13
O 1.92061 1.82283 0.24798 5.01 -2.26 -1.11
C 1.59470 -0.50789 -0.23270 -1.25 -2.59 1.46
S 2.98553 -1.23011 0.10260 1.61 0.02 -0.15
O 0.41629 -1.25896 -0.23491 2.90 -1.08 -0.11
H -1.68582 -2.01147 0.12137 -1.09 1.16 1.70
H -2.82674 -0.61643 -0.03581 1.36 -0.12 0.36
H -2.02438 -0.67108 1.57883 1.22 -0.70 -1.95
H -1.08626 -0.46912 -1.45268 1.16 -0.27 1.37
H -0.34080 1.29293 0.98338 -0.18 -0.15 -1.99
H -0.48397 1.79397 -0.85014 -0.37 -0.52 0.40
H 2.99460 1.49133 0.10865 -4.08 1.25 0.71
```
Positions in Å, forces in eV/Å.


In order of appearance, frontier orbital gap = 9.8, 10.3, 9.5, 9.4, 10.3, 10.6, 8.9, 8.7, 8.6, 9.6 eV.
In order of appearance, energy above the lowest of the compared OMol25 structures with the same formula, charge and spin = 64.2, 72.3, 63.2, 93.5, 43.6, 76.0, 89.6, 111.0, 104.3, 103.1 kcal per mole.